The following is a DFT calculation (the ωB97M-V functional and the def2-TZVPD basis) of a cluster of 6 separate species, C33H52F5N2O20PS2 in total in a non-equilibrium geometry.

XYZ file:
```
115
Properties=species:S:1:pos:R:3:forces:R:3:mulliken_charge:R:1
S -2.970 -1.565 -3.343 -1.5 -0.3 -0.9 1.37
S -4.375 -2.870 2.066 0.2 0.1 -0.1 -0.22
P -3.480 -3.370 0.426 -0.5 -0.3 1.0 0.47
F -1.700 -1.178 1.810 -0.4 0.4 -0.1 -0.13
F -1.419 0.965 1.997 -0.5 -0.6 -0.2 -0.31
F -3.444 0.199 1.949 0.9 -0.5 -0.3 -0.21
F -1.033 0.850 -0.389 -0.2 -0.1 0.0 -0.37
F -3.184 1.057 -0.440 0.0 -0.2 0.2 -0.17
O -8.261 2.189 -2.694 0.1 0.0 0.0 -0.38
O 7.831 6.078 3.449 0.0 0.1 0.2 -0.60
O 4.926 -3.559 -0.572 0.3 0.1 0.3 -0.62
O -5.826 -1.849 4.775 -0.3 0.1 0.0 -0.29
O -2.360 -0.513 -2.330 -0.4 0.0 -0.1 -0.35
O -1.999 -2.045 -4.254 0.7 -0.4 0.7 -0.68
O 7.053 2.575 -1.939 0.0 0.0 -0.3 -0.54
O 6.219 1.260 -0.316 0.1 0.2 0.4 -0.33
O 4.560 -1.772 -1.880 0.1 0.1 0.0 -0.21
O 6.997 3.282 0.200 -0.2 -0.1 -0.1 -0.32
O -4.162 -1.079 -3.954 0.0 0.5 0.4 -0.59
O -7.919 -1.351 5.369 0.1 0.0 0.1 -0.34
O 8.631 7.020 1.569 -0.2 0.0 0.0 -0.34
O 0.401 -5.284 -2.588 0.3 0.7 0.2 -0.61
O -8.176 0.474 -1.225 -0.3 0.1 0.2 -0.49
O -7.558 -2.781 3.668 -0.1 -0.2 -0.2 -0.48
O 6.616 -2.604 -1.714 -0.1 0.0 -0.1 -0.41
O -3.432 -2.640 -2.236 1.6 -0.2 -0.3 -0.37
O 6.734 7.775 2.456 0.1 0.1 -0.1 -0.32
O -6.418 0.946 -2.535 -0.2 0.1 -0.1 -0.04
N -7.445 -3.571 0.329 0.5 0.2 0.1 -0.62
N 0.770 -3.505 -1.156 -0.7 -0.4 0.0 0.43
C 6.943 3.266 2.639 0.2 0.0 -0.3 -1.13
C -0.763 -1.654 -1.009 -0.3 -0.6 0.1 -1.27
C -7.142 -2.068 4.516 0.1 0.1 0.1 0.59
C -6.269 1.730 -3.732 0.4 0.2 -0.1 0.42
C -5.741 -0.714 5.654 0.4 0.0 0.3 0.57
C -0.607 -3.104 -1.468 0.6 0.1 0.1 -1.02
C 7.111 8.707 1.430 -0.2 0.0 0.0 -0.52
C -7.676 1.140 -2.067 0.3 0.0 -0.1 0.43
C -4.746 -1.315 -0.819 0.0 0.2 -0.1 -1.57
C 2.656 -4.905 -1.946 -0.5 0.3 0.7 -0.83
C 9.073 8.640 -0.196 0.3 -0.1 0.2 -1.46
C -7.060 -0.814 6.383 -0.2 0.1 0.0 -0.56
C 5.445 -0.821 -2.510 -0.2 0.1 -0.1 0.22
C 0.937 -3.850 0.274 0.9 -0.3 0.1 -0.54
C -7.239 2.855 -3.454 -0.2 0.0 -0.1 -0.58
C -4.517 -0.794 6.531 0.1 -0.3 -0.1 -1.46
C 6.644 -1.681 -2.826 0.3 0.2 -0.1 0.37
C -5.954 -2.227 -1.082 -0.2 0.4 0.4 -0.77
C 6.280 1.325 1.122 -0.2 -0.1 -0.1 -0.65
C 8.030 7.870 0.572 0.2 0.3 -0.2 0.54
C 0.577 -5.287 0.660 -0.2 0.5 0.4 -1.39
C 6.785 2.399 -0.797 0.0 0.1 0.2 0.54
C -2.211 0.008 1.449 0.1 1.0 0.6 0.53
C 5.330 -2.724 -1.318 0.1 0.1 0.0 0.60
C 1.181 -4.603 -1.945 -0.1 -0.6 -0.5 0.62
C 6.277 2.815 1.365 0.2 0.0 0.5 0.56
C 7.741 6.880 2.578 0.1 0.2 -0.1 0.67
C -2.199 -1.079 -0.982 1.1 0.3 -0.8 1.79
C -4.835 2.144 -3.939 0.2 -0.1 0.3 -1.16
C 7.957 -0.945 -2.899 0.2 -0.1 0.3 -1.29
C -3.385 -2.044 -0.915 -1.6 0.2 0.3 0.10
C -7.017 -2.187 0.022 -0.6 -0.8 -0.4 -0.65
C -2.196 0.204 -0.105 0.1 0.1 -0.1 -0.07
H 8.101 -0.318 -2.020 -0.1 0.1 0.0 0.20
H -2.200 -3.887 0.679 0.0 0.1 -0.4 0.03
H -1.302 -3.800 -1.012 -0.2 0.0 -0.1 0.10
H -4.570 -1.657 7.196 -0.1 0.0 0.0 0.35
H -7.878 -1.636 -0.330 0.0 0.4 0.0 0.45
H 5.429 0.814 1.565 -0.1 0.0 -0.2 0.41
H -6.657 -1.701 0.916 0.2 -0.1 0.3 0.31
H 7.075 4.343 2.641 -0.1 -0.1 0.1 0.03
H 6.484 -2.262 -3.739 -0.1 0.0 0.0 0.33
H 8.611 9.213 -0.999 0.0 0.0 0.0 0.39
H 0.375 -3.178 0.911 -0.2 0.4 -0.2 0.25
H 7.936 2.827 2.738 0.0 -0.1 0.0 0.36
H -4.721 2.665 -4.890 0.0 0.0 0.0 0.46
H 3.002 -4.794 -2.965 0.2 -0.1 -0.2 0.44
H -5.682 -3.263 -1.244 0.2 -0.2 0.0 0.70
H -6.418 -1.896 -2.004 0.0 0.0 -0.3 0.43
H -0.244 -1.512 -0.071 -0.2 0.0 0.3 0.88
H 7.992 -0.315 -3.786 0.0 0.0 0.0 0.38
H 3.217 -4.253 -1.275 -0.2 -0.2 -0.3 -0.10
H -6.608 1.119 -4.573 -0.1 0.0 0.0 0.23
H -4.499 2.801 -3.134 -0.1 0.1 0.0 0.31
H 6.346 2.984 3.506 -0.1 0.0 0.0 0.40
H 7.203 0.843 1.449 0.0 0.1 0.1 0.30
H 5.670 -0.033 -1.789 0.0 -0.2 -0.3 -0.12
H 6.234 9.068 0.900 -0.1 -0.1 0.1 0.31
H 7.623 9.549 1.902 0.1 0.0 -0.1 0.32
H -0.219 -1.055 -1.725 0.1 0.3 -0.1 0.10
H -4.178 -4.413 -0.202 0.4 0.0 -0.5 0.13
H -7.986 -3.569 1.183 -0.1 -0.1 0.1 0.22
H 0.413 -5.306 1.734 0.0 -0.1 0.2 0.43
H 9.614 9.324 0.460 -0.1 0.0 0.0 0.35
H -6.806 3.641 -2.832 0.1 0.0 0.0 0.32
H 4.980 -0.390 -3.393 -0.2 -0.1 0.0 0.33
H 2.774 -5.931 -1.619 0.2 -0.3 -0.2 0.28
H 5.262 3.218 1.307 0.0 0.0 -0.1 0.23
H 1.387 -5.975 0.459 0.0 -0.2 -0.3 0.39
H 8.786 -1.651 -2.935 0.0 0.0 -0.1 0.37
H -4.418 0.109 7.132 0.0 0.0 0.0 0.40
H -7.028 -1.518 7.218 0.1 0.0 0.0 0.31
H -4.187 1.269 -3.938 -0.1 0.0 -0.1 0.08
H 7.459 7.230 -0.106 0.0 0.0 0.1 0.26
H -7.659 3.296 -4.354 -0.2 -0.1 0.1 0.32
H -0.711 -3.169 -2.541 -0.2 -0.1 -0.2 0.61
H 9.806 7.960 -0.627 -0.1 0.0 -0.1 0.36
H -8.054 -3.872 -0.419 -0.2 -0.2 0.0 0.25
H -4.769 -0.546 -1.580 0.2 0.2 -0.1 0.15
H -4.846 -0.787 0.121 0.0 -0.1 0.3 0.69
H -5.701 0.184 5.032 -0.1 0.0 0.0 0.24
H -7.434 0.145 6.733 -0.1 0.0 -0.1 0.31
H -3.622 -0.911 5.921 0.0 0.1 0.0 0.33
H 1.983 -3.688 0.521 0.2 0.1 0.1 0.48
H -0.345 -5.616 0.194 -0.1 -0.2 -0.2 0.35
```
Forces are in eV/Å.

- HOMO energy (Ha) = -0.30642
- net charge = 0
- SMILES = CCN(CC[C@@]1(C(F)(F)C(F)(F)F)OS(=O)(=O)O[C@@]1(CCCN)[PH2]=S)C(C)=O.C[C@@H]1COC(=O)O1.C[C@@H]1COC(=O)O1.C[C@@H]1COC(=O)O1.C[C@@H]1COC(=O)O1.C[C@@H]1COC(=O)O1
- HOMO-LUMO gap (eV) = 8.6208